Record 1
A 4-piece molecular cluster, C35H69ClN5O11P overall. Source: the Open Molecules 2025 dataset; level of theory: ωB97M-V/def2-TZVPD.

The geometry in XYZ format:
```
122
Properties=species:S:1:pos:R:3
C -1.9747 -2.5195 -0.1429
C -0.7809 -2.2401 -0.6767
C -0.4879 -2.4594 -2.1883
C -0.6480 -1.1499 -3.0733
P -1.8384 -1.7353 -4.4160
O -2.1336 -0.7056 -5.4323
O -3.2664 -2.1337 -3.6875
O -1.3003 -3.1279 -5.1015
C -1.4836 -0.0148 -2.3727
O -2.5390 -0.0210 -1.8499
N -0.6780 1.1939 -2.5369
C 0.3704 1.1326 -3.6287
C 1.5043 2.0222 -2.9556
C 1.0130 3.4119 -2.4515
C -0.2841 1.7151 -4.9680
Cl 0.7819 2.9852 -5.7572
C -1.7358 2.2604 -4.7858
C -1.8703 3.6414 -4.0764
C 0.6522 -0.4439 -3.6231
O 0.7351 -1.0887 -4.9336
C 1.9956 -0.9121 -2.9801
C 3.1442 -1.2777 -3.7515
C 4.3323 -1.6585 -3.0982
N 4.5999 -1.7862 -1.7845
C 3.4951 -1.4288 -1.1018
C 2.2445 -0.9884 -1.5701
H -2.7177 -3.1017 -0.7204
H -2.2372 -2.1125 0.8438
H -0.0121 -1.8862 0.0363
H 0.4866 -2.9769 -2.2999
H -1.2633 -3.1955 -2.5095
H -3.7067 -2.8065 -4.2392
H -0.3688 -3.2996 -4.8837
H -0.0818 1.0932 -1.6990
H 1.9473 1.5211 -2.0607
H 2.3701 2.1827 -3.6405
H 0.7025 4.1128 -3.2464
H 1.8959 3.8870 -1.9537
H 0.2243 3.3681 -1.6749
H -0.3628 0.9308 -5.7514
H -2.1315 2.4056 -5.8212
H -2.4303 1.5433 -4.3090
H -2.9500 3.9279 -4.1419
H -1.6730 3.5493 -2.9866
H -1.2997 4.4595 -4.5550
H 1.3001 -0.5213 -5.4841
H 3.1041 -1.2619 -4.8499
H 5.1931 -1.8950 -3.7599
H 3.6025 -1.4962 0.0024
H 1.4582 -0.7045 -0.8530
C 5.0937 4.2201 -4.2654
O 4.8717 3.7236 -2.9591
C 5.5633 2.5038 -2.6941
C 6.6876 2.7288 -1.6947
N 7.7750 3.5060 -2.2824
C 8.7544 3.9906 -1.3096
C 8.2699 4.9675 -0.2342
O 7.8896 6.2404 -0.7325
C 6.5621 6.3184 -1.2222
H 4.3964 5.0397 -4.4376
H 6.1107 4.6068 -4.3799
H 4.9066 3.4420 -5.0122
H 5.9289 2.0282 -3.6092
H 4.8337 1.8245 -2.2404
H 7.0759 1.7600 -1.3663
H 6.2561 3.2389 -0.8250
H 7.3841 4.3067 -2.7625
H 9.5394 4.4913 -1.8826
H 9.2215 3.1276 -0.8236
H 9.1174 5.1541 0.4319
H 7.4802 4.5461 0.3982
H 5.8791 5.6573 -0.6827
H 6.5352 6.0992 -2.2924
H 6.2165 7.3457 -1.0960
C -0.5125 -4.4318 6.8452
O -1.5723 -3.8982 6.0707
C -2.2418 -2.8046 6.6928
C -1.9492 -1.5024 5.9628
N -0.5630 -1.0814 6.1546
C -0.1453 0.0027 5.2660
C -0.1471 -0.2722 3.7603
O 0.8265 -1.2150 3.3356
C 0.4391 -2.5736 3.4589
H -0.1862 -5.3581 6.3733
H 0.3386 -3.7453 6.8795
H -0.8438 -4.6589 7.8631
H -2.0031 -2.7292 7.7578
H -3.3139 -3.0080 6.6097
H -2.6160 -0.7213 6.3404
H -2.1754 -1.6639 4.9015
H 0.0466 -1.8737 5.9957
H 0.8760 0.2664 5.5541
H -0.7662 0.8812 5.4700
H 0.1184 0.6659 3.2637
H -1.1399 -0.5408 3.3804
H -0.6353 -2.7156 3.3166
H 0.7517 -2.9741 4.4263
H 0.9643 -3.1456 2.6918
C -7.0286 -4.3287 4.7059
O -7.7612 -3.6249 3.7181
C -8.1828 -2.3284 4.1329
C -7.4239 -1.2450 3.3812
N -6.0243 -1.1930 3.7935
C -5.1772 -0.3721 2.9281
C -5.0146 -0.8040 1.4674
O -4.2983 -2.0184 1.2984
C -5.0795 -3.1942 1.4285
H -6.9080 -5.3564 4.3649
H -6.0340 -3.8947 4.8471
H -7.5643 -4.3404 5.6601
H -8.1007 -2.1969 5.2160
H -9.2419 -2.2469 3.8712
H -7.8919 -0.2757 3.5775
H -7.5182 -1.4613 2.3104
H -5.6497 -2.1334 3.8015
H -4.1826 -0.3656 3.3846
H -5.5430 0.6595 2.9563
H -4.4124 -0.0358 0.9725
H -5.9643 -0.8342 0.9229
H -6.1077 -3.0513 1.0881
H -5.0676 -3.5498 2.4616
H -4.6200 -3.9732 0.8164
```

LUMO energy ... 0.17 eV
HOMO level ... -8.69 eV
Frontier orbital gap ... 8.865 eV
Structure (SMILES) ... C=CC[C@@]1(P(=O)(O)O)C(=O)N[C@](CC)([C@H](Cl)CC)[C@@]1(O)c1ccncc1.COCCNCCOC.COCCNCCOC.COCCNCCOC

Mulliken atomic charge list, values in e, 6 entries:
1. C -0.66
2. C 0.01
3. C -1.07
4. C 1.48
5. P 0.77
6. O -0.73

=====

Record 2
C35H70BN7OsS3SbSi3 as an isolated structure. Source: the Open Molecules 2025 dataset; level of theory: ωB97M-V/def2-TZVPD.

The geometry in XYZ format:
```
121
Properties=species:S:1:pos:R:3
Os -0.2261 -0.0873 -0.1336
C 0.3057 4.3310 1.4888
C -1.1739 4.6482 1.7058
C -1.2979 5.7060 2.7989
C -1.8425 5.1770 0.4364
N -1.8766 3.3889 2.1565
C -2.4656 3.2339 3.3907
C -2.9952 1.9915 3.4360
N -2.7399 1.3786 2.2347
B -3.3258 -0.0372 1.9703
N -2.4681 -1.1155 2.6741
C -3.1097 -2.0988 3.4002
C -2.1795 -2.7537 4.1117
N -0.9503 -2.1755 3.8365
C -1.1517 -1.1870 2.9360
S 0.0337 -0.1367 2.1736
C 0.2585 -2.6986 4.5830
C 1.5300 -1.9319 4.2678
C 0.4408 -4.1647 4.1897
C -0.0347 -2.5589 6.0787
N -3.6056 -0.3077 0.4590
C -4.7497 0.2217 -0.0850
C -5.0021 -0.4329 -1.2376
N -4.0003 -1.3602 -1.4261
C -3.1417 -1.2507 -0.3842
S -1.6393 -2.0727 -0.1030
C -4.1072 -2.3367 -2.5772
C -2.8891 -3.2386 -2.7208
C -4.2881 -1.5166 -3.8572
C -5.3406 -3.2049 -2.3170
C -2.0497 2.2353 1.4719
S -1.5066 1.9028 -0.1522
H 0.8237 5.2507 1.2153
H 0.4447 3.5979 0.6944
H 0.7472 3.9423 2.4094
H -0.8002 6.6108 2.4545
H -0.8155 5.3947 3.7266
H -2.3397 5.9611 2.9981
H -1.3911 6.1311 0.1658
H -2.9071 5.3436 0.6087
H -1.7278 4.4971 -0.4070
H -2.4877 4.0064 4.1361
H -3.5479 1.4980 4.2184
H -4.3937 -0.0760 2.5079
H -4.1769 -2.2354 3.3631
H -2.2933 -3.5723 4.7981
H 1.7789 -1.9957 3.2112
H 2.3375 -2.3836 4.8440
H 1.4493 -0.8823 4.5558
H 0.5815 -4.2609 3.1111
H -0.4129 -4.7764 4.4810
H 1.3204 -4.5658 4.6928
H -0.2432 -1.5191 6.3356
H 0.8387 -2.8821 6.6444
H -0.8771 -3.1706 6.3980
H -5.3053 1.0072 0.4003
H -5.8274 -0.3207 -1.9173
H -1.9641 -2.6712 -2.8166
H -3.0248 -3.8308 -3.6257
H -2.7924 -3.9326 -1.8864
H -3.5098 -0.7550 -3.9409
H -5.2573 -1.0201 -3.8943
H -4.2336 -2.1764 -4.7218
H -5.2355 -3.7581 -1.3821
H -5.4512 -3.9216 -3.1308
H -6.2539 -2.6115 -2.2650
C 4.4773 2.0970 2.0555
Si 4.5415 0.3617 1.3807
C 4.4068 -0.9258 2.7054
C 5.8913 0.0638 0.1430
Sb 2.3361 0.2430 -0.2371
Si 2.8310 2.6610 -1.6622
C 4.1663 2.0262 -2.7922
C 1.1799 2.9990 -2.4356
C 3.3363 4.0366 -0.5317
Si 2.6884 -2.4427 -0.9700
C 1.4500 -2.7608 -2.3224
C 2.1247 -3.2509 0.6081
C 4.4352 -2.7035 -1.5312
H 4.9991 2.1238 3.0172
H 3.4566 2.4414 2.2209
H 4.9848 2.7998 1.3958
H 5.2589 -0.8101 3.3847
H 4.4385 -1.9440 2.3159
H 3.4998 -0.7914 3.2916
H 6.8488 0.3057 0.6174
H 5.7959 0.6898 -0.7464
H 5.9397 -0.9762 -0.1727
H 4.0423 0.9725 -3.0432
H 5.1523 2.1612 -2.3434
H 4.1521 2.5985 -3.7265
H 0.9645 2.3073 -3.2476
H 1.1699 4.0159 -2.8418
H 0.3770 2.9241 -1.7037
H 4.3899 3.9884 -0.2615
H 2.7420 4.0814 0.3802
H 3.1799 4.9757 -1.0747
H 0.4409 -2.5061 -1.9999
H 1.4610 -3.8278 -2.5719
H 1.6894 -2.2037 -3.2297
H 1.1158 -2.9031 0.8473
H 2.7793 -3.0526 1.4560
H 2.0822 -4.3355 0.4604
H 4.7949 -1.8951 -2.1687
H 4.4512 -3.6249 -2.1235
H 5.1271 -2.8378 -0.6996
C -1.2653 1.0736 -5.2879
C -0.3430 -0.0425 -4.7714
C 1.1171 0.2389 -5.1892
C -0.7756 -1.4115 -5.3192
C -0.3846 -0.0651 -3.2954
N -0.3253 -0.0701 -2.1501
H -1.1022 1.1940 -6.3590
H -1.0514 2.0256 -4.7999
H -2.3156 0.8298 -5.1283
H 1.2217 0.0115 -6.2496
H 1.8214 -0.3828 -4.6341
H 1.3803 1.2855 -5.0389
H -0.7721 -1.3644 -6.4081
H -1.7801 -1.6763 -4.9927
H -0.0876 -2.1987 -5.0081
```

LUMO energy (spin up / spin down) ... -9.59 / -9.57 eV
HOMO level (spin up / spin down) ... -15.02 / -15.00 eV
Frontier orbital gap (spin up / spin down) ... 5.431 / 5.439 eV
Net charge ... +3

Mulliken atomic charge list, values in e, 6 entries:
1. Os 1.07
2. C -1.52
3. C 1.24
4. C -2.24
5. C -1.53
6. N 0.45

=====

no.,DFT total energy (eV)
1,-89193.9791
2,-113666.1730